86
Properties=species:S:1:pos:R:3:forces:R:3 method="wB97M-V/def2-TZVPD" smiles="C#CCCOC[C@H](Cc1cccc(C)c1)O[C@H](CCC(N)=O)[C@H](F)CC.CCOCC.CCOCC" gap_ev=8.66 homo_energy_ha=-0.302
C -3.986995 -4.157785 4.264377 1.060 0.326 0.500
C -2.948008 -3.832161 3.699128 -0.312 0.648 -0.746
C -1.777872 -3.295976 2.781112 -1.010 -1.088 0.549
C -2.282501 -2.121027 1.797022 0.381 -1.136 1.455
O -1.264575 -1.108043 1.775270 -0.998 0.185 -0.725
C -1.710993 0.071131 1.033328 -0.364 -0.292 0.449
C -1.045588 -0.004016 -0.407682 1.810 0.320 2.040
C 0.533703 0.273963 -0.166235 -0.417 0.388 -0.664
C 0.931408 1.790578 -0.313418 1.955 2.534 -1.034
C 2.191350 2.106198 -1.105194 -1.401 3.035 1.228
C 2.642617 3.545758 -1.243856 -2.193 -0.228 1.235
C 1.872628 4.704218 -0.652385 -1.074 -3.122 0.465
C 0.622064 4.392535 0.104533 1.194 -1.755 -0.456
C -0.317852 5.504071 0.762110 0.267 -1.401 -1.169
C 0.209873 2.961664 0.264974 1.573 0.025 -1.078
O -1.462869 0.976891 -1.350820 -0.969 -1.106 0.254
C -2.826078 0.915134 -1.758940 -1.475 0.325 -0.080
C -3.833692 1.775404 -0.826303 1.141 0.900 -0.048
C -4.717608 2.715309 -1.746418 0.349 -0.032 -0.636
C -3.879691 3.950544 -2.338743 0.936 0.244 0.129
N -4.411254 4.649205 -3.511071 -0.396 -1.426 0.661
O -2.810581 4.316444 -1.874200 -1.735 -0.927 -0.644
C -3.427951 -0.519695 -2.042321 -0.272 0.189 -1.330
F -3.833831 -1.231286 -0.854594 0.814 0.768 -1.282
C -2.549182 -1.431543 -3.029658 -1.092 -0.005 -0.098
C -1.652763 -0.605186 -4.042681 1.062 -1.094 0.051
H -4.798238 -4.400751 4.998105 1.270 0.307 -1.431
H -0.903185 -2.978592 3.435780 -1.229 -0.258 -0.924
H -1.462904 -4.202104 2.165132 -0.159 1.259 0.807
H -3.216868 -1.703626 2.275734 0.760 -0.402 -0.932
H -2.448756 -2.614763 0.794850 -0.103 0.942 0.913
H -2.840046 0.064599 1.043993 1.153 0.090 -0.321
H -1.379658 0.955838 1.659243 -0.193 -0.914 -1.033
H -1.094146 -1.082027 -0.742896 -0.410 1.188 0.049
H 1.060452 -0.350130 -0.961704 -0.280 1.037 1.086
H 0.866723 -0.082770 0.855505 -0.594 0.179 -1.198
H 2.824593 1.328093 -1.610678 -0.929 0.683 0.698
H 3.575295 3.810042 -1.826131 -1.208 -0.584 0.751
H 2.223540 5.774689 -0.759484 -0.441 -1.532 0.052
H -0.171898 5.598752 1.875537 0.094 0.074 -1.248
H -1.381623 5.130714 0.583640 1.311 0.789 0.191
H -0.130793 6.452329 0.182993 -0.396 -0.796 0.974
H -0.732239 2.759686 0.847905 1.121 0.356 -0.759
H -2.872881 1.459585 -2.764653 0.352 -0.892 1.207
H -3.155809 2.471492 -0.224220 -0.890 -0.980 -0.654
H -4.418341 1.133474 -0.107805 0.416 0.710 -0.977
H -5.629741 3.139889 -1.230484 0.901 -0.610 -0.567
H -5.023148 2.111125 -2.667552 -0.041 0.839 1.213
H -3.917439 4.363538 -4.368256 0.068 0.447 0.665
H -5.396058 4.401223 -3.660772 0.464 0.021 0.084
H -4.403232 -0.339575 -2.612743 1.140 -0.040 0.939
H -1.992196 -2.226527 -2.446872 -0.355 1.142 -0.661
H -3.307827 -2.000561 -3.668059 0.993 0.589 0.923
H -2.222874 0.136690 -4.671872 0.528 -0.716 0.890
H -0.749739 -0.130823 -3.532301 -1.448 -0.307 -0.605
H -1.201540 -1.369653 -4.763989 -0.674 1.017 0.812
C 2.934279 -1.986251 -5.481345 0.117 -0.115 -0.004
C 2.901812 -0.910786 -4.408508 0.046 -0.047 -0.086
O 3.546228 -1.292703 -3.202123 -0.159 0.013 0.233
C 4.926701 -1.614491 -3.293931 0.050 0.074 -0.095
C 5.784053 -0.467928 -3.802423 -0.025 0.099 -0.072
H 2.481403 -2.909683 -5.111520 -0.017 0.077 -0.016
H 2.386536 -1.656756 -6.366907 0.006 -0.001 0.059
H 3.954503 -2.224196 -5.789670 -0.044 0.068 -0.055
H 1.860422 -0.701638 -4.151293 0.116 -0.020 0.197
H 3.321505 0.029447 -4.781254 0.037 -0.022 -0.066
H 5.065573 -2.510868 -3.907303 0.033 0.027 -0.068
H 5.250793 -1.877022 -2.284829 -0.225 0.020 0.006
H 5.514157 -0.174699 -4.818411 0.060 -0.056 -0.013
H 6.838135 -0.755913 -3.807751 -0.075 0.007 0.027
H 5.665114 0.410995 -3.163895 0.024 -0.071 -0.001
C 2.596287 -1.957091 8.288454 -0.167 0.023 0.004
C 3.330802 -2.632555 7.142533 -0.046 0.080 0.049
O 2.541650 -3.581007 6.442681 0.042 -0.253 -0.027
C 1.361192 -3.089370 5.824610 0.048 0.142 -0.022
C 1.623615 -2.012634 4.785083 0.079 0.063 -0.010
H 2.222803 -2.701947 8.995603 0.072 0.029 -0.033
H 3.263785 -1.273938 8.818062 -0.010 -0.052 -0.028
H 1.737591 -1.380069 7.938758 0.083 0.052 0.006
H 4.186004 -3.179966 7.545768 -0.118 -0.130 -0.136
H 3.739226 -1.891860 6.446890 -0.046 0.074 0.020
H 0.655614 -2.737578 6.584553 -0.012 0.078 -0.015
H 0.888431 -3.944447 5.336329 0.161 -0.091 0.129
H 2.081011 -1.123855 5.222998 -0.091 0.023 0.002
H 0.687666 -1.706070 4.311306 0.076 0.009 0.018
H 2.301299 -2.383926 4.012227 -0.071 -0.008 0.026